Record 1
Computed, not measured: a molecular structure, C24H42HoO2P2 in a non-equilibrium geometry, with ωB97M-V with the def2-TZVPD basis set.

Atoms and positions in Å:
Ho1 -0.0639 0.1359 2.0854
C1 -0.8972 -2.0599 3.1856
C2 0.4101 -2.3495 2.6737
C3 0.6352 -0.7995 4.3794
C4 -0.7550 -1.1047 4.2405
C5 1.3562 -1.5668 3.4146
C6 -2.1794 -2.6912 2.7885
H1 -2.1732 -3.0005 1.7394
H2 -3.0145 -1.9917 2.9104
H3 -2.3915 -3.5775 3.4051
C7 -1.8154 -0.5845 5.1436
H4 -2.8040 -0.9473 4.8369
H5 -1.8426 0.5179 5.1271
H6 -1.6348 -0.9005 6.1861
C8 1.1956 0.0756 5.4420
H7 1.0269 -0.3584 6.4427
H8 0.7212 1.0704 5.4258
H9 2.2743 0.2169 5.3080
C9 2.8332 -1.5942 3.2932
H10 3.2757 -2.3202 3.9916
H11 3.2660 -0.6116 3.5173
H12 3.1493 -1.8634 2.2808
C10 0.7534 -3.3949 1.6795
H13 0.9798 -4.3624 2.1589
H14 1.6299 -3.1022 1.0897
H15 -0.0657 -3.5528 0.9707
C11 -1.6243 1.4862 -3.7969
C12 -1.7824 0.1469 -3.8509
C13 -1.0679 -0.7385 -4.8239
C14 0.4389 -0.4281 -5.0339
C15 1.1453 0.0826 -3.8249
C16 1.3657 1.3815 -3.5409
C17 0.6882 2.5391 -4.2055
C18 -0.7530 2.3101 -4.7061
H16 -1.5693 -0.6925 -5.8059
H17 0.5682 0.2188 -5.9164
H18 -1.1547 -1.7822 -4.4977
H19 -0.7509 1.9409 -5.7441
H20 -2.3119 2.1109 -3.2074
H21 -2.6561 -0.3097 -3.3662
H22 -1.2320 3.3013 -4.7625
H23 0.6622 3.3913 -3.5077
H24 2.1837 1.6730 -2.8749
H25 1.2994 2.8786 -5.0578
H26 0.9231 -1.3799 -5.3048
H27 1.5711 -0.7122 -3.2089
P1 -1.5636 0.1011 -0.1951
C19 -2.9420 1.1436 -0.7177
C20 -1.5363 -1.5232 -1.0437
P2 1.5870 0.7674 -0.0482
C21 -0.0636 0.9687 -0.9761
C22 2.7188 -0.3244 -0.9307
C23 2.3950 2.3932 -0.1171
H28 -2.8850 2.1052 -0.1819
H29 -3.9017 0.6715 -0.4681
H30 -2.9072 1.3378 -1.7949
H31 -1.1818 -1.4250 -2.0808
H32 -2.5485 -1.9530 -1.0196
H33 -0.8631 -2.2014 -0.4931
H34 2.4875 2.7657 -1.1439
H35 3.3946 2.3004 0.3267
H36 1.8371 3.1251 0.4789
H37 -0.2850 2.0439 -1.1054
H38 -0.0199 0.5187 -1.9759
H39 3.6759 -0.3304 -0.3858
H40 2.9067 -0.0124 -1.9626
H41 2.3338 -1.3526 -0.9240
O1 -0.2576 3.2393 1.3221
C24 -0.6153 3.0849 2.4974
O2 -0.7291 1.9133 3.0926
H42 -0.8499 3.9417 3.1677

Calculated values
**Electronic energy**: -2720.77960 Eh
**⟨S²⟩**: 6.00
**Orbital gap (spin up / spin down)**: 8.033 / 8.162 eV
**Molar mass**: 589.476 g/mol
**HOMO energy (spin up / spin down)**: -10.762 / -10.768 eV
**Total charge**: +1
**Strongest force on any atom**: 0.03398 hartree/bohr
**Spin multiplicity**: 5


Record 2
Computed, not measured: a molecular structure, C26H18CrN5O6S, with ωB97M-V with the def2-TZVPD basis set.

Atoms and positions in Å:
Cr1 -0.3156 -0.3797 0.0387
C1 1.0925 1.8465 5.0049
C2 -0.1837 2.3038 4.7020
C3 -0.6769 2.1982 3.4114
C4 0.1225 1.6273 2.4331
C5 1.3922 1.1517 2.7243
C6 1.8809 1.2742 4.0166
N1 -0.3684 1.4549 1.0980
N2 -1.0942 2.3737 0.6697
C7 -1.6310 2.1008 -0.6090
C8 -2.2920 3.1419 -1.2557
C9 -2.8117 2.9005 -2.5140
C10 -2.6709 1.6347 -3.0794
C11 -2.0203 0.6066 -2.4057
C12 -1.4810 0.8164 -1.1421
H1 1.4689 1.9276 6.0160
H2 -0.8020 2.7364 5.4773
H3 -1.6728 2.5340 3.1583
H4 1.9881 0.6899 1.9469
H5 2.8742 0.9155 4.2520
H6 -2.3849 4.1057 -0.7719
H7 -3.3295 3.6829 -3.0521
H8 -3.0880 1.4455 -4.0614
H9 -1.9488 -0.3698 -2.8698
O1 1.3577 -1.4241 0.8118
C13 1.3825 -2.1755 1.7931
C14 0.3051 -2.4577 2.6850
C15 0.5629 -3.3446 3.7435
C16 -0.4234 -3.6286 4.6413
C17 -1.7018 -3.0505 4.5303
C18 -1.9721 -2.1841 3.5142
C19 -0.9795 -1.8456 2.5471
O2 -1.2750 -1.0167 1.6239
N3 -0.1462 -4.5489 5.7421
O3 -1.0433 -4.7660 6.5336
O4 0.9833 -4.9897 5.8444
H10 2.3346 -2.6775 2.0185
H11 1.5376 -3.8013 3.8529
H12 -2.4555 -3.3090 5.2601
H13 -2.9475 -1.7316 3.4026
O5 -0.7082 -2.0576 -0.9026
N4 -1.9243 -2.5392 -1.1001
O6 -2.8117 -1.8010 -0.8018
S1 3.0960 1.8913 -2.1006
C20 1.7901 1.4735 -1.0817
N5 1.2442 0.3149 -1.2768
C21 1.8761 -0.3563 -2.3318
C22 1.5528 -1.6245 -2.8199
C23 2.2890 -2.1170 -3.8753
C24 3.3346 -1.3809 -4.4489
C25 3.6653 -0.1319 -3.9728
C26 2.9214 0.3713 -2.9061
H14 1.4419 2.1630 -0.3271
H15 0.7545 -2.1908 -2.3627
H16 2.0553 -3.0973 -4.2688
H17 3.8924 -1.7990 -5.2762
H18 4.4727 0.4400 -4.4092

Calculated values
**Electronic energy**: -3169.35550 Eh
**⟨S²⟩**: 3.79
**Orbital gap (spin up / spin down)**: 7.671 / 7.509 eV
**Molar mass**: 580.522 g/mol
**HOMO energy (spin up / spin down)**: -8.556 / -8.645 eV
**Total charge**: 0
**Strongest force on any atom**: 0.01411 hartree/bohr
**Spin multiplicity**: 4


Record 3
Computed, not measured: 11 unconnected molecules or ions with the total composition C41H78BrF3N21O17P in a non-equilibrium geometry, with ωB97M-V with the def2-TZVPD basis set.

Atoms and positions in Å:
C1 2.1374 -5.9288 0.8569
C2 1.7638 -6.5338 -0.4954
C3 2.1471 -5.6229 -1.6872
C4 1.5303 -4.2485 -1.5145
C5 2.3432 -3.2157 -1.0639
C6 1.7954 -1.9587 -0.8633
C7 0.4517 -1.7354 -1.1220
C8 -0.3615 -2.7531 -1.5946
Br1 -2.1951 -2.4165 -1.9683
C9 0.1726 -4.0346 -1.7962
N1 -0.6017 -5.1431 -2.3021
C10 -0.8653 -4.8710 -3.7220
C11 -1.7259 -5.5189 -1.5500
C12 -1.8066 -5.2169 -0.0732
O1 -2.6067 -6.1553 -2.0794
C13 -0.0262 -0.3398 -0.8494
O2 -0.7720 0.2487 -1.5825
C14 0.5507 0.2755 0.3975
C15 -0.2675 1.0167 1.2679
C16 -1.7427 1.1879 0.9749
C17 -2.0522 2.4186 0.1079
C18 -3.2977 2.1262 -0.7484
C19 -4.5619 1.8420 0.0922
C20 -5.0864 0.4185 -0.0245
O3 -4.3951 -0.4833 0.8302
C21 -5.2318 -1.3993 1.5097
C22 0.3497 1.5402 2.4182
P1 -0.8181 2.5456 3.4681
O4 -0.3200 2.3685 5.0252
O5 -0.3994 4.1038 3.1374
C23 1.7194 1.3217 2.6836
C24 2.3153 1.9528 3.9240
C25 2.3577 0.9261 5.0893
O6 2.0421 -0.3836 4.6510
C26 0.7864 -0.8662 5.0923
C27 0.6636 -2.3504 4.8408
C28 2.5019 0.5497 1.8227
C29 3.9626 0.2315 2.0568
F1 4.7377 0.9411 1.2050
F2 4.2255 -1.0676 1.8441
F3 4.4191 0.5038 3.2778
C30 1.8931 0.0426 0.6669
C31 2.5975 -0.8076 -0.3608
O7 3.6951 -0.5891 -0.8036
H1 1.5372 -5.0536 1.1042
H2 3.1881 -5.6376 0.9138
H3 1.9699 -6.6515 1.6554
H4 2.2385 -7.5082 -0.5842
H5 0.6803 -6.6253 -0.5043
H6 1.8114 -6.0847 -2.6106
H7 3.2277 -5.4997 -1.6392
H8 3.3916 -3.3615 -0.8458
H9 0.1078 -4.6847 -4.1720
H10 -1.2865 -5.7309 -4.2288
H11 -1.4538 -3.9693 -3.8587
H12 -1.2372 -5.9272 0.5260
H13 -1.5045 -4.2128 0.2055
H14 -2.8522 -5.3309 0.1946
H15 -2.2934 1.2249 1.9046
H16 -2.0617 0.3010 0.4356
H17 -1.2112 2.5804 -0.5613
H18 -2.2008 3.3029 0.7315
H19 -3.4928 2.9730 -1.4088
H20 -3.0549 1.2553 -1.3550
H21 -4.3894 2.0295 1.1533
H22 -5.3500 2.5160 -0.2334
H23 -5.0368 0.0617 -1.0597
H24 -6.1425 0.4244 0.2686
H25 -6.0863 -1.6916 0.8988
H26 -4.6395 -2.2860 1.7297
H27 -5.5507 -0.9668 2.4619
H28 -0.1913 3.2166 5.4695
H29 -0.8593 4.3557 2.3204
H30 1.7439 2.8197 4.2351
H31 3.3136 2.3199 3.7205
H32 1.6965 1.2319 5.8970
H33 3.3593 0.8866 5.5184
H34 0.6359 -0.6766 6.1558
H35 0.0085 -0.3747 4.4924
H36 1.4277 -2.9046 5.3843
H37 0.7590 -2.5952 3.7824
H38 -0.3033 -2.7007 5.1943
N2 6.7547 -2.3583 0.1011
C32 7.0829 -2.8060 -1.1530
N3 6.0311 -2.9327 -2.0097
O8 8.2375 -3.0687 -1.4677
H39 5.8141 -2.1355 0.3748
H40 7.4992 -2.2518 0.7643
H41 6.2186 -3.2596 -2.9381
H42 5.0796 -2.7321 -1.7601
N4 0.4291 6.4830 -1.2470
C33 -0.6120 5.7563 -0.7340
N5 -1.3795 5.1092 -1.6462
O9 -0.8281 5.6985 0.4724
H43 0.6275 6.5456 -2.2270
H44 1.0147 6.9696 -0.5954
H45 -2.1478 4.5778 -1.2831
H46 -1.2338 5.1391 -2.6375
N6 -7.2355 6.1343 -1.5859
C34 -7.2439 4.8276 -1.2112
N7 -8.2748 4.0806 -1.7235
O10 -6.4037 4.3455 -0.4695
H47 -7.9237 6.5448 -2.1868
H48 -6.5000 6.7079 -1.2210
H49 -8.3116 3.1102 -1.4724
H50 -8.9784 4.4526 -2.3328
N8 6.3477 0.4424 -3.1112
C35 5.9336 1.5759 -2.4653
N9 5.5682 1.3856 -1.1613
O11 5.8898 2.6660 -3.0102
H51 6.3890 -0.4635 -2.6721
H52 6.6255 0.5329 -4.0704
H53 5.2565 2.1893 -0.6503
H54 5.6007 0.4935 -0.7004
N10 -8.9134 4.3136 1.5309
C36 -9.4742 5.4759 1.9711
N11 -9.7889 5.5112 3.3038
O12 -9.6825 6.4221 1.2293
H55 -8.7314 3.5230 2.1181
H56 -8.6716 4.2688 0.5592
H57 -10.2016 6.3542 3.6546
H58 -9.6258 4.7485 3.9320
N12 -1.8047 -2.2754 9.3826
C37 -1.5818 -2.1348 8.0401
N13 -1.5962 -0.8474 7.5735
O13 -1.3789 -3.0877 7.3080
H59 -1.9712 -1.5055 10.0011
H60 -1.7967 -3.2071 9.7523
H61 -1.4397 -0.7215 6.5911
H62 -1.7522 -0.0435 8.1504
N14 3.2251 -0.8354 -4.1874
C38 3.0043 -2.1713 -4.0286
N15 1.9287 -2.7016 -4.6563
O14 3.7581 -2.8549 -3.3394
H63 2.6403 -0.2330 -4.7338
H64 4.0289 -0.4497 -3.7152
H65 1.7730 -3.6809 -4.5197
H66 1.2881 -2.1957 -5.2396
N16 -2.7730 7.9260 -5.3134
C39 -3.1434 7.3355 -4.1370
N17 -3.8113 8.1425 -3.2599
O15 -2.8926 6.1709 -3.8806
H67 -2.9673 8.8823 -5.5399
H68 -2.2802 7.3579 -5.9762
H69 -4.0813 7.7359 -2.3842
H70 -4.0268 9.1039 -3.4412
N18 10.3309 -2.8569 1.9635
C40 11.1208 -1.9533 2.6189
N19 11.5121 -0.8783 1.8659
O16 11.4524 -2.0911 3.7825
H71 10.0506 -2.7567 1.0031
H72 10.0247 -3.6591 2.4803
H73 12.0923 -0.1943 2.3124
H74 11.2501 -0.7488 0.9072
N20 -1.4122 -4.4834 -7.8126
C41 -1.1426 -3.3079 -7.1785
N21 -2.0011 -2.2826 -7.4469
O17 -0.1938 -3.1842 -6.4161
H75 -2.1838 -4.6114 -8.4384
H76 -0.7969 -5.2544 -7.6322
H77 -1.8296 -1.4069 -6.9898
H78 -2.7848 -2.3641 -8.0656

Calculated values
**SMILES**: CCCc1cc2c(c(Br)c1N(C)C(C)=O)C(=O)c1c(CCCCCOC)c(P(O)O)c(CCOCC)c(C(F)(F)F)c1C2=O.NC(N)=O.NC(N)=O.NC(N)=O.NC(N)=O.NC(N)=O.NC(N)=O.NC(N)=O.NC(N)=O.NC(N)=O.NC(N)=O
**Electronic energy**: -7253.50147 Eh
**Orbital gap**: 7.591 eV
**Molar mass**: 1305.077 g/mol
**HOMO energy**: -8.208 eV
**Total charge**: 0
**Strongest force on any atom**: 0.03353 hartree/bohr
**Spin multiplicity**: 1